The following is a quantum chemistry calculation of a molecular structure, C16H21N3O3S, from the Open Molecules 2025 dataset.

XYZ file:
```
44
Properties=species:S:1:pos:R:3:mulliken_charge:R:1
C 0.0650 0.4415 1.0882 1.18
C -0.2887 -0.1093 -0.2163 -0.69
C 1.6327 0.6848 1.2133 -0.54
C 2.0104 1.5080 2.2984 0.66
C 2.2588 1.4421 3.6577 -0.58
C 2.5399 2.8422 1.9809 0.70
C 3.1415 3.4639 3.0579 -0.26
C 2.2630 3.7033 0.8256 -0.35
C 3.5391 4.7780 2.9946 -0.57
C 2.7397 5.0380 0.7124 -0.85
C 3.3270 5.5636 1.8615 -0.44
C -1.8352 -1.3361 -1.4420 0.36
C -3.0267 -2.2077 -1.1370 0.23
C -0.7467 -2.1483 -2.1238 -0.65
C -1.2224 -2.8390 -3.4921 -0.86
C -3.3435 -3.8846 -4.5975 -0.89
H -0.2386 -1.2973 2.1846 0.32
H -1.5033 -0.2828 2.5214 0.31
H -0.4705 1.4065 0.9285 0.10
H 2.2129 1.4513 0.3665 0.21
H 2.1387 -0.5122 0.9064 0.22
H 2.4686 0.5146 4.2786 0.29
H 3.9270 2.5644 4.9172 0.38
H 1.6479 3.2888 -0.0041 0.28
H 3.9199 4.9286 4.0577 0.20
H 2.5615 5.5761 -0.2158 0.40
H 3.8586 6.5019 1.9843 0.33
H -1.9542 -0.9271 0.6469 0.35
H -2.1429 -0.4057 -1.8302 0.39
H -0.4746 -3.0121 -1.4898 0.29
H -0.0059 -1.3986 -2.3458 0.53
H -1.9710 -2.2493 -4.2122 0.26
H -0.3334 -2.9039 -4.1543 0.47
H -2.6722 -3.7406 -5.6180 0.26
H -4.0485 -4.7385 -4.6673 0.33
H -3.7153 -2.8933 -4.3989 0.35
H -2.1646 -3.0215 0.2379 0.38
N -0.4563 -0.2097 2.2841 -0.70
N 2.8960 2.5302 4.1267 -0.27
N -1.2391 -1.0851 -0.1452 -0.21
O 0.1231 0.3225 -1.3309 -0.73
O -4.0490 -1.8708 -1.7048 -0.57
O -3.0820 -3.0327 0.0107 -0.53
S -1.9816 -4.5307 -3.3652 -0.10
```

- HOMO-LUMO gap: 0.3022 Ha
- E_LUMO: 0.28 eV
- HOMO energy: -7.94 eV
- Max |F|: 7.64 eV/Å
- Electronic energy: -38374.36475 eV
- Energy above the lowest of the compared OMol25 structures with the same formula, charge and spin: 200.61 kcal/mol